[1]
Molecular formula: C28H25ClCrNP
Method: DFT, wB97M-V/def2-TZVPD

Positions of all 57 atoms, in Å:
C -2.150 -1.689 -2.629
C -1.519 -1.880 -3.877
C -1.286 -0.602 -4.434
H -1.237 -2.828 -4.305
C -1.734 0.371 -3.514
C -2.280 -0.314 -2.405
H -2.623 0.143 -1.496
H -2.377 -2.462 -1.919
H -0.827 -0.403 -5.386
H -1.644 1.440 -3.615
Cr 0.115 -0.765 -2.543
Cl 0.273 -2.715 -1.002
C 2.464 -0.644 -2.275
C 2.090 0.580 -2.872
C 1.602 0.301 -4.156
H 2.080 1.537 -2.383
C 1.692 -1.097 -4.366
C 2.232 -1.678 -3.210
H 2.351 -2.729 -3.023
H 2.770 -0.777 -1.253
H 1.183 1.021 -4.840
H 1.355 -1.631 -5.240
N -0.020 0.270 -0.777
P -0.049 0.216 0.875
C 1.588 1.035 1.244
C 2.590 0.354 1.965
C 3.818 0.961 2.236
C 4.072 2.253 1.776
C 3.100 2.933 1.038
C 1.868 2.326 0.771
C -1.521 1.272 1.295
C -2.501 0.794 2.190
C -3.629 1.560 2.488
C -3.798 2.810 1.897
C -2.840 3.294 1.003
C -1.709 2.528 0.698
C -0.233 -1.274 2.036
C -0.864 -2.508 1.773
C -0.956 -3.495 2.769
C -0.474 -3.254 4.056
C 0.077 -2.015 4.359
C 0.180 -1.040 3.369
H 2.448 -0.656 2.317
H 4.575 0.429 2.797
H 5.024 2.724 1.983
H 3.304 3.929 0.671
H 1.147 2.872 0.190
H -2.418 -0.172 2.662
H -4.374 1.176 3.174
H -4.675 3.400 2.128
H -2.978 4.260 0.538
H -1.000 2.916 -0.011
H -1.321 -2.726 0.832
H -1.421 -4.447 2.550
H -0.553 -4.012 4.825
H 0.420 -1.804 5.368
H 0.593 -0.082 3.656

The multiplicity is 4. The charge is -1. The LUMO energy (alpha / beta) comes out at 2.8 / 2.8 eV.

Mulliken population analysis, charges in e, atoms 1 to 5: -0.31, -0.72, -0.48, 0.37, -0.52

***

[2]
Molecular formula: C6H11NO2
Method: DFT, wB97M-V/def2-TZVPD

Positions of all 20 atoms, in Å:
H 0.616 2.736 -0.872
N -0.225 2.330 -0.458
C -0.214 1.095 -0.324
C -0.956 -0.089 0.126
C -2.107 -0.566 -0.738
C -1.162 -0.292 1.612
C 0.467 -0.223 -0.447
O 0.644 -0.729 -1.730
O 1.475 -0.582 0.446
C 2.681 0.142 0.273
H -2.996 0.023 -0.523
H -1.862 -0.453 -1.792
H -2.320 -1.613 -0.533
H -2.001 0.311 1.953
H -0.271 -0.004 2.163
H -1.372 -1.340 1.818
H 0.616 -1.694 -1.695
H 2.554 1.190 0.563
H 3.413 -0.332 0.924
H 3.020 0.091 -0.766

The charge is 0. Its structure (SMILES) is [H]/N=C1/C(C)(C)[C@]1(O)OC. The LUMO energy comes out at 0.7 eV.

Mulliken population analysis, charges in e, atoms 1 to 5: 0.28, -0.70, -0.14, 1.29, -1.50

***

[3]
Molecular formula: C14H13ClN2O2S
Method: DFT, wB97M-V/def2-TZVPD

Positions of all 33 atoms, in Å:
C -1.694 -2.501 -0.369
C -1.996 -1.037 -0.331
N -1.163 -0.081 -0.522
N 0.177 -0.300 -0.701
C 0.997 -1.044 0.074
O 0.657 -1.749 1.005
C 2.489 -0.919 -0.288
O 3.210 -1.806 0.514
C 2.905 0.524 -0.093
C 2.947 1.400 -1.171
C 3.288 2.728 -0.978
C 3.591 3.188 0.292
C 3.557 2.317 1.367
C 3.212 0.991 1.177
C -3.351 -0.604 -0.098
C -4.476 -1.329 0.198
C -5.623 -0.536 0.371
C -5.358 0.792 0.206
Cl -6.482 2.068 0.324
S -3.693 1.101 -0.158
H -2.576 -3.074 -0.638
H -1.328 -2.832 0.603
H -0.905 -2.691 -1.095
H 0.604 0.447 -1.238
H 2.621 -1.204 -1.343
H 2.576 -2.168 1.161
H 2.732 1.041 -2.169
H 3.321 3.401 -1.821
H 3.859 4.224 0.442
H 3.798 2.671 2.358
H 3.191 0.306 2.011
H -4.490 -2.398 0.304
H -6.597 -0.924 0.605

The charge is 0. Its structure (SMILES) is C/C(=N\NC(=O)[C@H](O)c1ccccc1)c1ccc(Cl)s1. The LUMO energy comes out at 0.1 eV.

Mulliken population analysis, charges in e, atoms 1 to 5: -1.56, 0.78, -0.53, -0.01, 0.44

***

[4]
Molecular formula: C40H71N3O14S7
Method: DFT, wB97M-V/def2-TZVPD

Positions of all 135 atoms, in Å:
O 8.817 13.842 8.184
S 10.178 13.267 8.163
O 10.270 11.870 7.932
C 11.113 14.091 6.806
C 12.320 14.614 7.543
C 12.486 13.828 8.892
C 11.132 13.716 9.605
H 10.438 14.873 6.406
H 11.331 13.289 6.138
H 13.271 14.588 6.969
H 12.334 15.651 7.779
H 13.212 14.376 9.532
H 12.843 12.779 8.700
H 10.851 14.697 10.027
H 11.102 12.946 10.395
O 17.506 11.006 10.301
S 17.659 11.445 8.886
O 18.646 10.773 8.102
C 16.037 11.186 8.117
C 15.470 12.546 8.002
C 16.622 13.467 7.693
C 17.738 13.216 8.700
H 15.573 10.432 8.808
H 16.232 10.813 7.137
H 14.672 12.571 7.277
H 15.057 12.924 8.943
H 16.175 14.455 7.826
H 16.930 13.343 6.687
H 17.518 13.727 9.673
H 18.770 13.557 8.444
O 15.975 16.689 14.149
S 16.938 15.756 14.669
O 17.854 15.073 13.762
C 18.007 16.507 15.848
C 17.531 16.092 17.266
C 16.139 15.418 17.124
C 16.036 14.700 15.806
H 17.761 17.587 15.659
H 19.046 16.221 15.595
H 18.205 15.401 17.681
H 17.413 16.904 17.899
H 15.384 16.186 17.253
H 15.979 14.681 17.931
H 15.062 14.623 15.265
H 16.473 13.691 15.908
O 17.589 8.940 14.463
S 18.611 8.433 13.570
O 19.702 7.634 14.172
C 17.988 7.486 12.090
C 18.915 7.934 10.958
C 19.896 9.120 11.364
C 19.331 9.875 12.552
H 16.917 7.788 11.843
H 18.099 6.456 12.385
H 19.420 7.063 10.652
H 18.370 8.320 10.077
H 20.032 9.795 10.506
H 20.903 8.706 11.516
H 18.596 10.622 12.315
H 20.153 10.286 13.198
O 10.102 13.521 12.520
S 9.961 13.346 13.958
O 10.108 14.498 14.779
C 8.386 12.541 14.223
C 8.719 11.018 14.116
C 9.965 10.894 15.087
C 10.974 11.931 14.562
H 7.760 12.727 13.359
H 8.052 12.879 15.230
H 7.912 10.357 14.509
H 8.869 10.700 13.040
H 10.311 9.871 14.973
H 9.632 11.203 16.067
H 11.632 11.598 13.665
H 11.647 12.382 15.304
O 12.604 6.630 14.034
S 14.001 7.056 14.126
O 14.749 6.835 12.950
C 14.011 8.828 14.531
C 14.179 8.774 16.061
C 14.989 7.569 16.488
C 14.558 6.398 15.656
H 13.066 9.163 14.121
H 14.856 9.242 13.963
H 14.581 9.689 16.585
H 13.172 8.633 16.446
H 14.925 7.352 17.534
H 16.027 7.799 16.417
H 13.691 5.966 16.159
H 15.307 5.650 15.356
O 10.299 8.835 11.749
S 11.335 8.969 10.730
O 12.322 9.996 11.059
C 12.234 7.412 10.623
C 11.698 6.791 9.319
C 10.485 7.543 8.775
C 10.671 9.018 8.977
H 11.882 6.791 11.486
H 13.291 7.561 10.572
H 12.502 6.831 8.552
H 11.393 5.792 9.381
H 9.512 7.210 9.217
H 10.377 7.399 7.672
H 9.707 9.545 9.112
H 11.388 9.421 8.335
C 19.049 12.401 14.578
C 20.264 13.039 14.130
C 21.313 12.539 14.766
N 20.798 11.578 15.616
C 19.465 11.398 15.475
H 18.127 12.622 14.136
H 20.309 13.863 13.407
H 22.387 12.742 14.714
H 21.270 10.935 16.177
H 18.970 10.648 16.059
C 15.284 7.003 9.128
C 15.047 5.793 9.795
C 14.598 4.899 8.876
N 14.451 5.576 7.667
C 14.802 6.926 7.836
H 15.692 7.924 9.624
H 15.268 5.641 10.870
H 14.239 3.906 8.909
H 14.030 5.106 6.896
H 14.855 7.651 7.030
C 15.798 13.455 11.994
C 14.721 14.368 12.186
C 13.565 13.573 12.252
N 13.893 12.290 11.997
C 15.235 12.180 11.805
H 16.869 13.579 11.914
H 14.924 15.437 12.207
H 12.564 13.923 12.205
H 13.218 11.516 12.067
H 15.766 11.220 11.808

The charge is 0. Its structure (SMILES) is O=S1(=O)CCCC1.O=S1(=O)CCCC1.O=S1(=O)CCCC1.O=S1(=O)CCCC1.O=S1(=O)CCCC1.O=S1(=O)CCCC1.O=S1(=O)CCCC1.c1cc[nH]c1.c1cc[nH]c1.c1cc[nH]c1. The LUMO energy comes out at 0.3 eV.

Mulliken population analysis, charges in e, atoms 1 to 5: -0.75, 1.18, -0.58, -0.83, -0.91

***

[5]
Molecular formula: C4H7N3O
Method: DFT, wB97M-V/def2-TZVPD

Positions of all 15 atoms, in Å:
H -2.283 1.137 -0.165
N -2.572 0.206 -0.341
C -1.745 -0.697 -0.169
N -0.463 -0.532 0.378
C 0.695 -1.232 0.133
C 1.710 -0.046 -0.174
O 2.932 -0.283 -0.176
C 0.849 1.313 -0.293
N -0.242 0.890 0.580
H -1.846 -1.723 -0.491
H 0.821 -1.957 0.966
H 0.502 -1.832 -0.695
H 0.395 1.417 -1.380
H 1.438 2.162 0.188
H -0.190 1.177 1.638

The charge is 0. Its structure (SMILES) is [H]/N=C\N1CC(=O)CN1. The LUMO energy comes out at 0.7 eV.

Mulliken population analysis, charges in e, atoms 1 to 5: 0.32, -0.67, 0.02, 0.01, -0.41

***

[6]
Molecular formula: H20O10
Method: DFT, wB97M-V/def2-TZVPD

Positions of all 30 atoms, in Å:
O -23.948 -3.722 11.429
H -24.838 -3.561 11.116
H -23.385 -3.401 10.725
O -23.434 -2.094 9.247
H -23.383 -1.324 8.679
H -24.366 -2.188 9.440
O -22.934 -0.159 11.092
H -22.736 -0.897 10.516
H -22.238 0.474 10.920
O -19.752 -4.455 7.321
H -18.905 -4.158 7.652
H -19.947 -5.241 7.831
O -20.696 -1.489 12.640
H -20.902 -2.354 12.286
H -21.529 -1.165 12.983
O -17.426 -4.131 9.063
H -17.431 -4.890 8.481
H -17.453 -4.504 9.944
O -17.934 -2.296 11.117
H -18.776 -2.352 11.567
H -18.091 -2.697 10.262
O -17.735 -5.428 11.603
H -17.526 -6.244 12.057
H -18.641 -5.241 11.849
O -19.912 -6.633 9.254
H -19.949 -7.366 8.640
H -19.873 -7.045 10.117
O -20.824 -3.358 10.511
H -20.375 -4.188 10.352
H -20.622 -2.824 9.743

The multiplicity is 2. The charge is +1. The LUMO energy (alpha / beta) comes out at -3.3 / -10.9 eV.

Mulliken population analysis, charges in e, atoms 1 to 5: -0.62, 0.28, 0.40, -0.66, 0.31

***

[7]
Molecular formula: C8H10NO2
Method: DFT, wB97M-V/def2-TZVPD

Positions of all 21 atoms, in Å:
C 0.876 -1.277 2.105
N 1.551 -1.506 0.892
C 0.556 -1.669 -0.153
O 1.119 -0.481 -1.227
C 0.163 0.393 -1.184
C 0.136 1.564 -1.909
C -0.996 2.381 -1.544
C -1.902 2.007 -0.636
C -1.879 0.765 -0.058
C -0.832 -0.056 -0.356
O -0.722 -1.386 0.021
H -0.091 -1.723 1.869
H 1.428 -1.625 2.978
H 0.640 -0.243 2.281
H 2.147 -2.469 0.869
H 2.183 -0.685 0.616
H 0.719 -2.628 -0.576
H 0.989 1.983 -2.384
H -0.869 3.423 -1.976
H -2.657 2.810 -0.400
H -2.559 0.422 0.774

The charge is +1. Its structure (SMILES) is C[NH2+]C1Oc2ccccc2O1. The LUMO energy comes out at -3.9 eV.

Mulliken population analysis, charges in e, atoms 1 to 5: -0.90, -0.15, 0.07, -0.60, 0.90

***

[8]
Molecular formula: C3HNO4
Method: DFT, wB97M-V/def2-TZVPD

Positions of all 9 atoms, in Å:
O -2.392 0.041 0.146
C -1.194 -0.151 -0.001
N -0.556 -1.388 -0.115
O 0.802 -1.277 -0.140
C 1.272 0.024 -0.028
O 2.396 0.262 0.192
C -0.050 0.763 -0.089
O -0.251 1.972 -0.085
H -0.719 -2.084 0.600

The charge is 0. Its structure (SMILES) is O=C1NOC(=O)C1=O. The LUMO energy comes out at -2.3 eV.

Mulliken population analysis, charges in e, atoms 1 to 5: -0.52, 0.43, -0.06, -0.25, 0.42

***

Record order is preserved below.
Max |F|: 0.1195, 0.0210, 0.0197, 0.0898, 0.1077, 0.0284, 0.1102, 0.1128 Eh/bohr